1.
The following is a DFT calculation (ωB97M-V/def2-TZVPD) of 3 unconnected molecules or ions with the total composition C24H33F16INO9S.

Atoms and positions in Å:
C (-4.2904, 3.1518, -1.0576)
C (-4.4418, 2.3249, 0.2278)
N (-3.3353, 1.3700, 0.3625)
C (-3.1043, 0.8578, 1.7106)
C (-4.5086, 0.5485, 2.4111)
O (-5.0338, -0.4917, 1.9863)
O (-4.9207, 1.4008, 3.2055)
C (-2.1166, -0.3273, 1.5463)
O (-2.6537, -1.4155, 0.8099)
C (-1.4540, -0.9059, 2.8304)
C (-0.2572, -1.6925, 2.2440)
C (0.7570, -2.3378, 3.1678)
O (0.3745, -3.6799, 3.4147)
C (1.2905, -4.3563, 4.2422)
C (0.6737, -5.6743, 4.6913)
C (-2.4345, -1.8719, 3.5719)
C (-2.7260, -1.7731, 5.0679)
C (-3.3494, -0.4834, 5.6131)
I (-1.0634, -2.3840, 6.3405)
C (-0.8195, 0.2316, 3.6233)
O (-1.6394, 1.3925, 3.8490)
S (-2.1015, 2.1489, 2.5312)
O (-2.8220, 3.2913, 2.9784)
O (-0.9246, 2.3568, 1.7156)
H (-3.5149, 2.7202, -1.6921)
H (-5.2253, 3.2029, -1.6164)
H (-3.9808, 4.1728, -0.8296)
H (-4.4347, 2.9773, 1.0974)
H (-5.4032, 1.8009, 0.2143)
H (-3.5591, 0.5579, -0.2020)
H (-1.3050, 0.1064, 0.9502)
H (-2.4572, -1.2768, -0.1206)
H (-0.6314, -2.4600, 1.5670)
H (0.2600, -0.9526, 1.6299)
H (1.7359, -2.3455, 2.6650)
H (0.8905, -1.8035, 4.1151)
H (2.2356, -4.5256, 3.7060)
H (1.5293, -3.7348, 5.1152)
H (0.2710, -5.5990, 5.7010)
H (1.4164, -6.4736, 4.6871)
H (-0.1428, -5.9517, 4.0261)
H (-3.4170, -1.7954, 3.0960)
H (-2.0911, -2.8886, 3.3775)
H (-3.4170, -2.5872, 5.2703)
H (-4.2416, -0.7322, 6.1887)
H (-2.6820, 0.0476, 6.2898)
H (-3.6417, 0.2002, 4.8239)
H (0.0603, 0.5858, 3.0765)
H (-0.4810, -0.0878, 4.6055)
C (3.9682, 2.8721, -1.5263)
C (5.0022, 2.3279, -0.5302)
C (5.6462, 0.9702, -0.8355)
F (4.7299, -0.0153, -0.8193)
F (6.5677, 0.7060, 0.1186)
F (4.5085, 2.3283, 0.7198)
F (6.0475, 3.2133, -0.5711)
O (2.6030, 2.7221, -1.1953)
C (1.8652, 1.6411, -1.5809)
C (1.2292, 0.9175, -0.3901)
F (2.1886, 0.4578, 0.4402)
F (0.5336, -0.1469, -0.8648)
F (2.5700, 0.7863, -2.3585)
F (0.8427, 2.0905, -2.3474)
H (4.1270, 3.9492, -1.5111)
H (4.1835, 2.5279, -2.5391)
H (6.1438, 0.9909, -1.8087)
H (0.5554, 1.5843, 0.1587)
C (0.7272, 0.6080, -5.5119)
C (0.0452, -0.1572, -6.6517)
C (0.5294, -1.5817, -6.9414)
F (1.8180, -1.5760, -7.3401)
F (-0.2190, -2.0975, -7.9419)
F (0.0658, 0.5695, -7.7887)
F (-1.2577, -0.3054, -6.2729)
O (1.7232, 1.5504, -5.8685)
C (3.0416, 1.2327, -5.9675)
C (3.5986, 1.5489, -7.3638)
F (2.9589, 0.8241, -8.2997)
F (4.9119, 1.2222, -7.3921)
F (3.3094, -0.0349, -5.6117)
F (3.7259, 2.0393, -5.1096)
H (-0.0626, 1.2143, -5.0715)
H (1.0752, -0.0680, -4.7299)
H (0.4224, -2.2132, -6.0561)
H (3.4812, 2.6123, -7.5790)

highest occupied orbital energy = -5.1 eV
total charge = -1

Löwdin atomic charge list, values in e, 6 entries:
1. C -0.085
2. C -0.249
3. N -0.013
4. C -0.328
5. C -0.707
6. O -0.007



2.
The following is a DFT calculation (ωB97M-V/def2-TZVPD) of a molecular structure, C24H33I2N5O2SV.

Atoms and positions in Å:
V (0.3699, -0.2699, 0.0244)
C (-0.6266, -3.0143, 0.4083)
N (-1.1948, -1.6349, 0.2608)
C (-2.0813, -1.6146, -0.9498)
C (-1.2955, -1.7941, -2.2443)
C (-0.8029, -0.4784, -2.8313)
N (-0.3255, 0.4515, -1.7860)
C (-0.4036, 1.7069, -2.0884)
C (-0.0749, 2.8135, -1.2444)
C (-0.0961, 4.1187, -1.7559)
C (0.1817, 5.1895, -0.9362)
C (0.4539, 4.9723, 0.4159)
C (0.4584, 3.6961, 0.9497)
C (0.2079, 2.6258, 0.1099)
O (0.1802, 1.3693, 0.6084)
C (-2.0144, -1.3608, 1.5071)
C (-1.3717, -0.4111, 2.5115)
C (0.0332, -0.7522, 2.9946)
N (0.9799, -0.9360, 1.8712)
C (2.1114, -1.4923, 2.1183)
C (3.1228, -1.8096, 1.1416)
C (4.3538, -2.3233, 1.5687)
C (5.3348, -2.6402, 0.6527)
C (5.0926, -2.4590, -0.7086)
C (3.8808, -1.9612, -1.1585)
C (2.9040, -1.6396, -0.2316)
O (1.7022, -1.1677, -0.6562)
H (-1.4490, -3.7313, 0.4005)
H (-0.1027, -3.0919, 1.3546)
H (0.0664, -3.2520, -0.3914)
H (-2.6156, -0.6627, -0.9432)
H (-2.8170, -2.4124, -0.8258)
H (-1.9317, -2.2786, -2.9845)
H (-0.4566, -2.4721, -2.0958)
H (-1.6171, 0.0082, -3.3701)
H (0.0063, -0.6645, -3.5396)
H (-0.7742, 1.9641, -3.0815)
H (-0.3275, 4.2712, -2.8030)
H (0.1771, 6.1946, -1.3330)
H (0.6529, 5.8153, 1.0640)
H (0.6376, 3.5184, 2.0000)
H (-2.2201, -2.3293, 1.9646)
H (-2.9653, -0.9275, 1.2002)
H (-2.0307, -0.3952, 3.3817)
H (-1.4069, 0.6021, 2.1165)
H (0.0433, -1.6498, 3.6172)
H (0.3921, 0.0816, 3.6023)
H (2.3336, -1.7728, 3.1493)
H (4.5281, -2.4586, 2.6292)
H (6.2849, -3.0318, 0.9868)
H (5.8595, -2.7120, -1.4285)
H (3.6814, -1.8160, -2.2111)
I (3.5652, 1.8733, -1.4973)
C (4.7791, 1.9392, 0.2463)
I (3.7223, 1.8692, 2.0835)
H (5.3231, 2.8744, 0.2230)
H (5.4493, 1.0899, 0.2159)
C (-5.8678, 4.0127, 3.4782)
N (-4.6182, 3.5257, 2.9180)
C (-4.4731, 3.0375, 1.6850)
N (-5.5774, 2.9100, 0.9362)
S (-2.9473, 2.5915, 1.0899)
H (-5.6945, 4.3003, 4.5106)
H (-6.6302, 3.2322, 3.4724)
H (-6.2341, 4.8883, 2.9375)
H (-3.7637, 3.6610, 3.4295)
H (-6.4595, 3.3087, 1.2111)
H (-5.4609, 2.6355, -0.0222)

highest occupied orbital energy (alpha / beta) = -12.8 / -12.8 eV
total charge = +2
multiplicity = 2

natural (NBO) atomic charge list, values in e, 6 entries:
1. V 1.891
2. C -0.413
3. N -0.505
4. C -0.225
5. C -0.429
6. C -0.233



3.
The following is a DFT calculation (ωB97M-V/def2-TZVPD) of a molecular structure, C24H33InO6.

Atoms and positions in Å:
C (2.4720, 2.7410, -4.9917)
C (1.3154, 3.1347, -4.0299)
C (3.5322, 2.0183, -4.1146)
C (3.2937, 2.6076, -2.7258)
H (4.5238, 2.1743, -4.5676)
H (3.2968, 0.9416, -4.1288)
C (1.7561, 2.8230, -2.6425)
H (0.3619, 2.7244, -4.3591)
H (1.1925, 4.2066, -4.0562)
C (1.2722, 1.4247, -2.2255)
H (1.4928, 3.5695, -1.8393)
H (3.7825, 3.5886, -2.7280)
C (3.5917, 1.7037, -1.4879)
C (2.0648, 1.8816, -6.1787)
C (3.1286, 3.9742, -5.7046)
O (4.2070, 4.3001, -5.4185)
O (0.9665, 1.4130, -6.4006)
O (3.1224, 1.7336, -7.0023)
O (2.4255, 4.5564, -6.7266)
C (0.9675, 4.4788, -6.9171)
H (0.4028, 4.2748, -5.9811)
H (0.7618, 3.7145, -7.6845)
H (0.7576, 5.4810, -7.3041)
C (2.8520, 0.9804, -8.1866)
H (2.6264, -0.0550, -7.8984)
H (3.7369, 1.0675, -8.8278)
H (1.9533, 1.3817, -8.6626)
O (2.2092, 1.1647, -1.0829)
H (1.3785, 0.6066, -2.9930)
H (0.1438, 1.4617, -1.9758)
C (4.0991, 2.5820, -0.3599)
C (4.4970, 0.5015, -1.7980)
H (5.1709, 0.5848, -2.6796)
H (3.8042, -0.3313, -1.9604)
H (5.1083, 0.2848, -0.9077)
H (3.8808, 2.0306, 0.5558)
H (3.5587, 3.5309, -0.3475)
H (5.1833, 2.8122, -0.3353)
In (0.4752, 0.1393, 0.4810)
C (-1.5227, 1.5207, 2.0850)
C (-0.6193, 2.1993, 1.1532)
C (-1.3202, 2.3688, -0.1269)
H (0.1683, 2.8370, 1.4975)
C (-2.4597, 1.5401, -0.0431)
C (-2.5754, 1.0322, 1.3050)
H (-3.4526, 0.5121, 1.6850)
H (-1.3512, 1.3502, 3.1679)
H (-0.9509, 2.9819, -0.9739)
H (-3.2281, 1.4363, -0.8011)
C (0.1957, -2.6597, -0.6933)
C (-1.1663, -2.5961, -0.2746)
C (-1.8822, -1.7644, -1.2003)
H (-1.6181, -3.2286, 0.4703)
C (-0.9583, -1.3222, -2.1868)
C (0.3513, -1.7982, -1.8308)
H (1.2409, -1.6740, -2.4192)
H (0.9969, -3.1858, -0.1913)
H (-2.9469, -1.5862, -1.1947)
H (-1.1760, -0.6594, -3.0150)
C (-0.5474, -1.5963, 2.8460)
O (0.5198, -1.1813, 2.0275)
H (-0.0546, -2.4388, 3.3148)
H (-1.4125, -1.9878, 2.2798)
H (-0.8124, -0.8578, 3.6100)

highest occupied orbital energy = 1.7 eV
total charge = -2

natural (NBO) atomic charge list, values in e, 6 entries:
1. C -0.264
2. C -0.404
3. C -0.391
4. C -0.241
5. H 0.237
6. H 0.223



4.
The following is a DFT calculation (ωB97M-V/def2-TZVPD) of a molecular structure, C24H33N2O5PS2TeW.

Atoms and positions in Å:
W (-0.5935, -0.3178, -0.2886)
C (-1.0805, -0.9812, 4.1442)
C (-1.0429, -1.1830, 2.6558)
N (-0.8173, -0.1875, 1.8449)
N (-0.5566, 1.0309, 2.4885)
C (-0.4146, 2.0444, 1.7213)
S (-0.5702, 1.9859, -0.0436)
S (-0.1652, 3.5656, 2.5417)
C (0.4003, 4.6541, 1.2042)
C (1.7809, 4.3576, 0.6753)
C (2.8801, 4.3239, 1.5292)
C (4.1530, 4.1008, 1.0287)
C (4.3420, 3.9050, -0.3341)
C (3.2506, 3.9301, -1.1894)
C (1.9755, 4.1527, -0.6858)
C (-1.2695, -2.5300, 2.1464)
C (-1.1205, -3.6221, 3.0245)
C (-1.3719, -4.9142, 2.6359)
C (-1.8272, -5.1599, 1.3367)
C (-1.9951, -4.1184, 0.4569)
C (-1.6983, -2.7980, 0.8308)
O (-1.8812, -1.8517, -0.0803)
H (-1.2089, 0.0651, 4.3868)
H (-0.1391, -1.3155, 4.5867)
H (-1.8813, -1.5768, 4.5782)
H (0.3843, 5.6351, 1.6841)
H (-0.3406, 4.6615, 0.4078)
H (2.7343, 4.4691, 2.5934)
H (5.0000, 4.0829, 1.7029)
H (5.3357, 3.7321, -0.7278)
H (3.3870, 3.7738, -2.2518)
H (1.1236, 4.1624, -1.3555)
H (-0.7814, -3.4395, 4.0348)
H (-1.2265, -5.7278, 3.3328)
H (-2.0489, -6.1702, 1.0176)
H (-2.3478, -4.2868, -0.5522)
C (3.3511, -1.7007, -0.2157)
C (2.5448, -0.4221, -0.3494)
C (2.8344, 0.5536, 0.7800)
C (2.7344, 0.2301, -1.7090)
O (1.1535, -0.8137, -0.2352)
H (4.4156, -1.4779, -0.2950)
H (3.0803, -2.4028, -1.0048)
H (3.1601, -2.1699, 0.7504)
H (3.8745, 0.8770, 0.7364)
H (2.6477, 0.0859, 1.7488)
H (2.2016, 1.4371, 0.6842)
H (3.7773, 0.5226, -1.8404)
H (2.1092, 1.1213, -1.7817)
H (2.4483, -0.4550, -2.5066)
C (-4.1236, 1.2369, -0.1536)
C (-3.8679, 0.2647, -1.2797)
O (-2.4566, 0.1596, -1.5315)
P (-1.7193, 0.1287, -3.0278)
O (-0.4036, -0.4158, -2.4594)
Te (-1.8642, 2.1218, -4.1650)
O (-2.4965, -1.0141, -3.8084)
C (-2.4130, -2.3959, -3.3783)
C (-1.3454, -3.1078, -4.1771)
H (-5.1983, 1.3136, 0.0164)
H (-3.7302, 2.2219, -0.4012)
H (-3.6535, 0.8968, 0.7716)
H (-4.3412, 0.5967, -2.2051)
H (-4.2270, -0.7360, -1.0343)
H (-3.4004, -2.8159, -3.5694)
H (-2.2121, -2.4365, -2.3094)
H (-1.5401, -2.9976, -5.2439)
H (-1.3409, -4.1726, -3.9358)
H (-0.3671, -2.6865, -3.9513)

highest occupied orbital energy (alpha / beta) = -7.1 / -7.1 eV
relative energy (zero: lowest compared OMol25 entry of this formula, charge and spin) = 17.2 kJ/mol

natural (NBO) atomic charge list, values in e, 6 entries:
1. W 1.633
2. C -0.694
3. C 0.410
4. N -0.361
5. N -0.395
6. C -0.065



5.
The following is a DFT calculation (ωB97M-V/def2-TZVPD) of C24H33N3O4S in the gas phase.

Atoms and positions in Å:
C (-0.3411, -1.4034, -2.8060)
C (0.2585, -1.0122, -1.4925)
C (0.9028, 0.1983, -1.3191)
C (1.4168, 0.5492, -0.0853)
C (1.3359, -0.3119, 0.9868)
C (0.7138, -1.5398, 0.8336)
C (0.1522, -1.8844, -0.3922)
O (-0.5341, -3.0349, -0.6318)
C (-0.8615, -3.8895, 0.4461)
C (-1.5002, -3.2114, 1.6668)
O (-1.1550, -3.5556, 2.7850)
N (-2.4011, -2.2391, 1.4499)
C (-2.9675, -1.8482, 0.1783)
H (-2.7828, -2.6159, -0.5711)
C (-4.4908, -1.6619, 0.3274)
N (-4.8820, -0.7665, 1.3867)
C (-4.2727, -1.1687, 2.6337)
C (-2.7545, -1.3552, 2.5483)
H (-2.3720, -1.8012, 3.4674)
H (-2.2613, -0.3913, 2.3785)
H (-4.5065, -0.4335, 3.4047)
H (-4.7278, -2.1243, 2.9208)
C (-4.9267, 0.6530, 1.0731)
C (-3.6442, 1.3086, 0.6087)
C (-2.7492, 1.8631, 1.5173)
C (-1.5609, 2.4282, 1.0859)
C (-1.2581, 2.4643, -0.2650)
C (-2.1498, 1.9309, -1.1801)
C (-3.3330, 1.3590, -0.7457)
H (-4.0294, 0.9532, -1.4675)
H (-1.9273, 1.9666, -2.2365)
H (-0.3360, 2.9157, -0.5947)
H (-0.8613, 2.8439, 1.7951)
H (-2.9930, 1.8645, 2.5714)
H (-5.6855, 0.7697, 0.2914)
H (-5.2904, 1.1596, 1.9711)
H (-4.9021, -1.3039, -0.6174)
H (-4.9360, -2.6397, 0.5494)
H (-2.5056, -0.9095, -0.1510)
H (0.0285, -4.4156, 0.8140)
H (-1.5475, -4.6315, 0.0255)
H (0.6638, -2.2100, 1.6755)
H (1.7396, -0.0129, 1.9410)
S (2.2231, 2.1296, 0.1289)
O (2.0186, 2.9206, -1.0487)
O (1.8644, 2.6724, 1.4057)
N (3.8430, 1.7717, 0.2092)
H (4.0951, 1.3418, 1.0847)
C (4.4254, 1.1634, -0.9637)
H (3.9497, 1.6605, -1.8116)
C (5.9415, 1.3826, -1.0158)
C (6.5318, 0.6527, -2.2191)
H (7.6084, 0.7983, -2.2568)
H (6.1005, 1.0358, -3.1409)
H (6.3311, -0.4150, -2.1628)
C (6.2535, 2.8743, -1.0735)
H (5.8809, 3.2993, -2.0023)
H (7.3262, 3.0435, -1.0181)
H (5.7701, 3.3865, -0.2465)
H (6.3765, 0.9654, -0.1002)
H (4.1980, 0.0872, -1.0156)
H (0.9947, 0.8999, -2.1331)
H (-0.0709, -0.6888, -3.5777)
H (-1.4266, -1.4420, -2.7244)
H (-0.0002, -2.3956, -3.0950)

highest occupied orbital energy = -8.2 eV
SMILES = Cc1cc(S(=O)(=O)NCC(C)C)ccc1OCC(=O)N1CCN(Cc2ccccc2)CC1
relative energy (zero: lowest compared OMol25 entry of this formula, charge and spin) = 95.3 kJ/mol

natural (NBO) atomic charge list, values in e, 6 entries:
1. C -0.627
2. C -0.061
3. C -0.129
4. C -0.381
5. C -0.171
6. C -0.301



6.
The following is a DFT calculation (ωB97M-V/def2-TZVPD) of C24H33N3O5 in the gas phase.

Atoms and positions in Å:
C (2.6270, 3.4340, -2.0881)
H (3.6035, 3.7896, -2.4083)
H (1.9851, 3.3607, -2.9636)
H (2.2096, 4.1721, -1.4086)
C (2.7596, 2.0718, -1.4117)
C (3.4992, 1.1031, -2.3329)
H (4.4835, 1.4916, -2.5832)
H (3.6267, 0.1333, -1.8560)
H (2.9400, 0.9596, -3.2549)
C (1.3889, 1.4878, -1.0538)
H (1.5250, 0.4622, -0.6994)
C (0.6702, 2.2843, 0.0408)
N (-0.5423, 1.6153, 0.4723)
C (-0.6653, 0.8733, 1.5830)
O (-1.6792, 0.2333, 1.8447)
C (0.5170, 0.7903, 2.5506)
N (1.5953, 0.0086, 1.9934)
C (2.8438, 0.5133, 1.8164)
O (3.1388, 1.6509, 2.1278)
C (3.7887, -0.4219, 1.1805)
C (3.6346, -1.6753, 0.6340)
C (4.8977, -2.0401, 0.1264)
C (5.7237, -0.9875, 0.3982)
O (5.0648, -0.0173, 1.0270)
H (6.7643, -0.8281, 0.1949)
H (5.1541, -2.9523, -0.3715)
H (2.7425, -2.2673, 0.5864)
H (1.3946, -0.9479, 1.7535)
H (0.9158, 1.7739, 2.8077)
H (0.1367, 0.3109, 3.4595)
C (-1.6704, 1.6986, -0.4647)
C (-2.9583, 1.9592, 0.2513)
C (-4.2165, 1.4601, 0.0864)
C (-5.0318, 2.1320, 1.0302)
C (-4.2094, 2.9869, 1.6920)
O (-2.9540, 2.8969, 1.2220)
H (-4.3849, 3.6847, 2.4862)
H (-6.0807, 1.9898, 1.1892)
H (-4.5254, 0.7151, -0.6170)
H (-1.4580, 2.5429, -1.1319)
C (-1.7403, 0.4388, -1.3621)
O (-1.4484, 0.4898, -2.5403)
N (-2.1156, -0.6598, -0.7057)
H (-2.2946, -0.5782, 0.2905)
C (-2.1123, -1.9837, -1.2891)
C (-0.8955, -2.7791, -0.7970)
C (-1.0006, -3.0938, 0.6935)
C (-2.2862, -3.8634, 0.9815)
C (-3.4977, -3.0475, 0.5417)
C (-3.4101, -2.7187, -0.9470)
H (-3.4442, -3.6446, -1.5249)
H (-4.2617, -2.1052, -1.2464)
H (-3.5451, -2.1273, 1.1273)
H (-4.4140, -3.6090, 0.7347)
H (-2.2699, -4.8137, 0.4420)
H (-2.3552, -4.0837, 2.0483)
H (-1.0045, -2.1683, 1.2731)
H (-0.1362, -3.6858, 1.0059)
H (-0.8381, -3.7118, -1.3617)
H (0.0101, -2.2041, -1.0064)
H (-2.0362, -1.8397, -2.3728)
H (1.3430, 2.4308, 0.8838)
H (0.3903, 3.2716, -0.3355)
H (0.7683, 1.4445, -1.9509)
H (3.3401, 2.1936, -0.4911)

highest occupied orbital energy = -8.4 eV
SMILES = CC(C)CCN(C(=O)CNC(=O)c1ccco1)[C@@H](C(=O)NC1CCCCC1)c1ccco1
relative energy (zero: lowest compared OMol25 entry of this formula, charge and spin) = 113.3 kJ/mol

natural (NBO) atomic charge list, values in e, 6 entries:
1. C -0.606
2. H 0.210
3. H 0.203
4. H 0.203
5. C -0.225
6. C -0.600



| no. | strongest force on any atom (Eh/bohr) |
| --- | --- |
| 1 | 0.013 |
| 2 | 0.007 |
| 3 | 0.078 |
| 4 | 0.013 |
| 5 | 0.018 |
| 6 | 0.019 |